No. 1
94
Properties=species:S:1:pos:R:3:forces:R:3:mulliken_charge:R:1 method="wB97M-V/def2-TZVPD" s_squared=2.01 spin_multiplicity=3 energy_ha=-3614.46482 charge=0 homo_lumo_gap_ev="7.59 / 6.70"
Mo 0.460 -0.838 -0.337 0.4 0.7 1.6 -0.337
C -0.829 -1.738 -1.903 -0.2 -0.4 -0.5 0.489
C 0.435 -1.408 -2.483 -0.6 -0.6 -0.5 -0.646
C 1.423 -2.214 -1.781 -0.1 0.4 -0.1 -0.188
Si 0.550 -0.117 -3.838 -0.1 0.4 0.6 -0.068
C 0.751 -2.986 -0.780 -0.3 0.3 0.2 0.156
C -0.669 -2.684 -0.843 -0.5 -0.3 -0.7 -0.497
Si -2.145 -3.230 0.181 0.3 0.6 0.1 -0.295
H -1.780 -1.251 -2.174 0.7 -0.2 0.2 0.198
H 2.489 -2.235 -1.989 -0.2 0.0 0.0 0.478
H 1.213 -3.687 -0.093 0.0 0.1 -0.2 0.563
Cl 3.019 1.514 2.546 0.3 0.6 0.4 -0.205
C -3.759 -2.931 -0.705 0.1 0.0 -0.3 -1.163
C -1.994 -5.037 0.598 -0.1 -0.2 0.1 -1.106
C -1.070 0.133 -4.725 -0.1 -0.3 0.2 -1.014
C 1.873 -0.607 -5.053 0.1 -0.1 -0.2 -1.204
H -2.247 -5.610 -0.303 0.1 0.0 0.2 0.367
H -2.719 -5.295 1.381 0.2 -0.1 -0.1 0.353
H -0.986 -5.328 0.922 -0.3 0.0 0.0 0.336
H -3.899 -1.864 -0.928 0.0 -0.3 0.1 0.284
H -4.579 -3.279 -0.067 0.0 0.1 -0.1 0.381
H -3.789 -3.497 -1.646 -0.1 0.1 0.2 0.337
H 1.474 -1.434 -5.655 0.2 0.1 0.0 0.366
H 2.807 -0.941 -4.584 -0.2 0.1 -0.2 0.345
H 2.084 0.233 -5.728 0.1 -0.2 0.1 0.346
H -1.443 -0.827 -5.107 0.0 0.2 0.0 0.340
H -0.913 0.815 -5.567 -0.1 -0.1 0.1 0.395
H -1.812 0.560 -4.033 0.2 -0.1 -0.2 0.157
C -2.101 -2.085 1.676 -0.1 -0.4 0.2 -0.880
C 0.952 1.486 -2.905 0.2 -0.2 -0.6 -1.030
P -0.384 -1.583 2.089 -0.4 -0.3 -0.2 0.375
H -2.620 -2.552 2.527 0.1 0.2 -0.1 1.050
H -2.624 -1.158 1.403 0.1 -0.2 0.0 -0.030
P 1.898 1.098 -1.400 -0.3 -0.1 -0.1 0.627
H -0.012 1.919 -2.598 0.1 -0.2 0.0 0.020
H 1.470 2.195 -3.568 -0.1 0.0 0.3 0.985
C 2.081 2.759 -0.602 0.3 -0.1 0.3 1.113
C 3.588 0.641 -2.104 -0.6 0.0 0.1 1.300
C 0.304 -3.198 2.787 -0.2 0.3 -0.4 1.586
C -0.627 -0.486 3.575 0.4 0.1 0.1 1.041
C -0.517 0.980 3.151 -0.2 0.2 0.0 -0.434
H 0.219 -0.723 4.247 -0.3 0.0 -0.1 0.585
C -1.948 -0.690 4.316 -0.1 0.0 0.3 -1.730
H -2.796 -0.391 3.685 0.2 -0.1 0.2 0.201
H -1.953 -0.044 5.208 0.0 -0.1 -0.2 0.536
H -2.107 -1.718 4.659 0.0 0.2 -0.1 0.308
H 0.486 1.233 2.805 -0.2 -0.1 0.2 -0.455
H -0.776 1.632 3.997 0.2 -0.1 -0.1 0.624
H -1.222 1.196 2.339 0.2 0.0 0.2 -0.222
H 0.237 -3.893 1.930 0.0 0.2 0.3 -0.515
C -0.516 -3.755 3.951 0.0 -0.3 0.1 -1.663
C 1.770 -3.081 3.201 0.1 -0.1 0.1 -1.591
H -1.557 -3.990 3.693 0.3 0.2 0.0 0.271
H -0.507 -3.064 4.806 0.0 -0.2 -0.2 0.312
H -0.053 -4.694 4.281 -0.1 0.1 0.0 0.496
H 2.429 -2.874 2.351 -0.1 0.0 0.1 0.203
H 2.100 -4.026 3.655 0.0 0.2 -0.1 0.474
H 1.901 -2.290 3.952 0.0 -0.2 -0.1 0.347
H 3.366 -0.259 -2.706 0.1 0.3 0.2 -0.571
C 4.598 0.257 -1.022 0.1 0.0 0.0 -1.445
C 4.179 1.721 -3.010 0.2 0.0 -0.2 -1.704
H 3.540 1.989 -3.863 0.1 -0.1 0.4 0.278
H 5.121 1.337 -3.425 -0.1 0.1 0.0 0.487
H 4.417 2.627 -2.436 0.0 -0.3 -0.2 0.319
H 4.324 -0.665 -0.498 0.0 0.2 -0.1 0.213
H 4.712 1.061 -0.282 0.0 -0.2 -0.1 0.251
H 5.579 0.087 -1.489 -0.2 0.1 0.1 0.499
C 0.967 2.926 0.433 0.0 0.1 0.2 -0.891
C 2.050 3.950 -1.557 0.1 0.3 -0.1 -1.584
H 3.055 2.713 -0.076 -0.4 0.1 -0.1 0.529
H 1.060 4.051 -2.021 0.3 0.0 0.1 0.237
H 2.806 3.905 -2.349 -0.2 0.0 0.2 0.332
H 2.239 4.864 -0.973 -0.1 -0.2 -0.2 0.494
H -0.028 2.906 -0.025 0.1 0.0 -0.1 -0.066
H 1.083 3.897 0.936 -0.1 -0.2 -0.1 0.575
H 1.007 2.145 1.195 -0.1 0.2 -0.3 -0.371
C 3.312 -0.170 2.177 -0.2 -0.5 -0.7 1.080
H 4.305 -0.431 2.517 0.1 -0.1 -0.1 0.537
H 3.174 -0.300 1.095 0.3 0.0 0.4 -0.800
H 2.564 -0.796 2.634 -0.1 0.1 0.4 -0.829
Cl -5.122 6.496 1.234 -0.3 0.6 0.2 -0.229
C -4.328 5.074 0.708 0.5 -1.1 -0.3 0.478
C -3.698 5.049 -0.543 0.0 -0.4 0.3 -0.796
C -3.056 3.879 -0.972 -0.4 -0.1 0.8 -0.305
C -3.034 2.758 -0.125 -0.4 0.4 -0.1 0.042
C -3.688 2.798 1.109 0.1 0.2 0.0 -0.037
C -4.343 3.946 1.541 0.2 0.2 -0.5 -0.808
C -2.319 1.483 -0.502 0.3 -0.3 -0.8 -0.253
O -2.096 1.264 -1.724 0.1 0.2 1.1 -0.648
O -1.992 0.751 0.484 0.6 -0.4 -1.0 0.284
H -3.720 5.939 -1.160 0.0 -0.1 0.0 0.393
H -2.585 3.809 -1.944 0.0 0.1 0.0 0.480
H -3.659 1.898 1.723 0.0 0.3 -0.1 0.355
H -4.848 3.983 2.502 0.1 0.0 -0.2 0.401

***

No. 2
101
Properties=species:S:1:pos:R:3:forces:R:3:mulliken_charge:R:1 method="wB97M-V/def2-TZVPD" spin_multiplicity=1 energy_ha=-2499.21354 charge=+1 homo_lumo_gap_ev=5.90
C 2.371 -5.513 0.950 -0.5 0.2 -0.6 -1.131
C 2.256 -4.033 0.455 -0.3 -0.6 0.6 0.227
O 3.527 -3.401 0.256 -0.3 0.2 -0.7 -0.414
C 3.719 -2.986 -1.103 -0.6 -0.7 -0.3 -0.729
C 2.796 -1.807 -1.541 0.5 0.2 -0.6 0.541
O 3.291 -0.511 -1.160 -0.7 -0.5 0.6 -0.428
C 2.327 0.241 -0.436 0.3 0.6 0.0 -0.170
C 1.259 0.937 -1.386 1.3 1.1 0.8 0.111
O -0.079 0.805 -0.863 -0.4 -1.0 -0.4 -0.313
C -0.751 -0.330 -1.420 0.2 0.8 -0.5 -1.074
C -1.580 -1.054 -0.332 -0.1 1.8 2.6 1.217
C -1.802 -0.291 0.908 -1.6 -2.1 1.2 -0.377
C -2.585 -0.928 1.961 1.2 -1.0 -3.5 -0.469
C -3.090 -2.293 1.614 0.2 2.0 1.5 -0.518
N -2.885 -2.915 0.470 -0.3 0.6 1.6 -1.373
N -2.145 -2.281 -0.407 1.7 1.1 -1.8 1.330
C -1.901 -3.043 -1.673 -0.4 -2.6 -0.5 0.184
F -2.430 -4.294 -1.533 0.5 1.9 0.2 -0.229
F -0.577 -3.249 -1.895 -1.3 1.0 0.3 -0.168
C -2.656 -2.412 -2.927 -0.5 -0.2 -2.3 0.762
F -1.789 -1.842 -3.812 -0.7 -0.3 1.5 -0.224
F -3.608 -1.518 -2.567 1.2 -0.6 0.1 -0.235
F -3.281 -3.394 -3.623 0.7 0.9 1.1 -0.232
H 1.339 -5.959 0.882 0.9 0.4 0.2 0.265
H 2.688 -5.604 2.013 0.0 0.1 -1.0 0.256
H 3.010 -6.100 0.247 -0.3 0.5 0.7 0.318
H 1.720 -3.445 1.250 0.2 -0.4 -0.8 0.161
H 1.657 -4.051 -0.498 0.5 0.2 0.8 0.056
H 4.804 -2.793 -1.291 -1.0 0.2 0.4 0.373
H 3.441 -3.868 -1.753 0.3 0.8 0.3 0.377
H 1.765 -1.914 -1.123 0.7 -0.3 -0.3 -0.424
H 2.739 -1.822 -2.663 -0.1 -0.1 0.8 0.223
H 2.900 1.049 0.095 -0.5 -0.7 -0.6 0.282
H 1.834 -0.370 0.372 0.2 0.4 -0.8 0.251
H 1.499 2.035 -1.345 -0.5 -1.0 -0.2 -0.245
H 1.371 0.648 -2.462 -0.3 -0.1 0.9 0.410
H 0.025 -0.951 -1.923 -1.0 -0.1 0.3 0.588
H -1.466 0.095 -2.183 0.5 -0.8 0.5 0.177
H -1.406 0.733 1.049 -0.1 -0.9 -0.4 0.632
H -2.790 -0.448 2.937 0.1 -0.4 -0.8 0.453
H -3.690 -2.801 2.403 0.5 0.1 -1.1 0.494
C 2.548 4.920 0.332 -0.2 -0.5 -0.2 -0.735
C 3.426 4.934 -0.892 0.0 -0.1 -0.1 0.892
O 3.373 4.045 -1.720 -0.1 0.0 0.1 -0.576
C 4.374 6.092 -1.049 0.2 -0.2 -0.4 -1.192
H 1.917 4.029 0.313 0.0 0.1 -0.1 0.023
H 3.163 4.895 1.230 -0.1 0.3 0.0 0.332
H 1.906 5.803 0.340 0.1 0.1 0.2 0.339
H 5.069 6.119 -0.209 -0.2 0.2 0.1 0.289
H 3.813 7.027 -1.101 0.1 0.0 0.2 0.304
H 4.942 5.971 -1.972 -0.1 0.0 0.0 0.362
C -4.510 3.682 -0.104 0.1 0.1 0.3 -1.089
C -4.677 2.552 0.877 0.1 0.3 0.3 0.837
O -4.452 2.699 2.059 0.1 -0.3 -0.2 -0.565
C -5.137 1.221 0.334 0.0 -0.2 0.3 -0.765
H -4.176 4.573 0.426 0.0 -0.1 0.0 0.308
H -3.760 3.419 -0.853 -0.1 0.0 -0.1 0.252
H -5.464 3.899 -0.588 0.1 -0.1 -0.2 0.375
H -4.412 0.848 -0.394 -0.2 0.1 -0.2 0.014
H -6.118 1.323 -0.131 0.1 0.0 -0.2 0.479
H -5.211 0.506 1.155 0.0 0.1 0.0 0.182
C 3.463 7.512 4.219 -0.1 -0.3 -0.1 -1.104
C 4.341 7.524 2.995 0.0 -0.2 -0.2 0.722
O 4.284 6.636 2.169 0.1 0.2 0.2 -0.443
C 5.291 8.682 2.837 0.1 -0.2 -0.3 -1.100
H 2.832 6.623 4.203 0.1 0.1 0.0 0.278
H 4.080 7.486 5.119 -0.1 0.2 0.0 0.337
H 2.824 8.396 4.228 0.1 0.1 0.2 0.335
H 5.988 8.708 3.676 -0.1 0.2 0.1 0.343
H 4.731 9.618 2.785 0.1 0.0 0.2 0.339
H 5.858 8.561 1.914 0.0 0.0 0.1 0.267
C -0.051 -5.550 5.726 0.2 -0.1 0.0 -1.209
C -0.105 -5.496 4.222 0.4 -0.2 0.0 0.615
O 0.737 -6.032 3.540 -0.3 0.2 0.1 -0.484
C -1.255 -4.742 3.597 0.0 0.0 -0.4 -0.755
H 0.824 -6.121 6.035 -0.1 0.0 -0.1 0.322
H 0.027 -4.540 6.134 -0.2 0.0 0.1 0.330
H -0.946 -6.042 6.113 0.0 0.2 0.1 0.350
H -1.228 -3.696 3.911 -0.1 0.0 0.2 0.284
H -2.203 -5.199 3.890 0.0 0.1 0.1 0.448
H -1.166 -4.785 2.510 0.0 -0.1 0.1 0.108
C -0.041 4.235 -3.517 -0.1 -0.2 0.1 -0.694
C -0.516 5.438 -2.745 -0.2 0.0 0.3 0.845
O -1.325 5.331 -1.847 0.1 0.0 -0.1 -0.550
C 0.055 6.777 -3.133 -0.2 0.1 0.3 -1.126
H -0.534 3.342 -3.129 0.0 0.1 0.0 -0.047
H -0.294 4.344 -4.573 0.2 0.0 0.0 0.446
H 1.039 4.120 -3.397 0.0 0.1 -0.2 0.232
H -0.193 7.001 -4.172 0.2 0.0 0.0 0.366
H 1.139 6.772 -2.999 0.0 0.0 -0.2 0.239
H -0.374 7.551 -2.496 0.0 -0.1 0.0 0.304
C -4.519 -8.624 -2.741 0.0 -0.3 0.0 -1.112
C -3.251 -8.409 -1.955 0.1 -0.4 0.1 0.625
O -2.619 -9.339 -1.509 -0.1 0.2 0.0 -0.541
C -2.800 -6.984 -1.744 0.2 -0.2 0.1 -0.784
H -4.721 -9.692 -2.814 0.0 0.1 0.0 0.301
H -5.358 -8.142 -2.235 0.0 0.1 -0.2 0.316
H -4.405 -8.220 -3.749 -0.1 0.1 0.1 0.323
H -3.562 -6.430 -1.194 -0.1 0.0 -0.2 0.293
H -2.610 -6.508 -2.708 -0.2 0.1 0.0 0.275
H -1.876 -6.981 -1.164 -0.1 0.0 0.0 0.304

***

No. 3
104
Properties=species:S:1:pos:R:3:forces:R:3:mulliken_charge:R:1 method="wB97M-V/def2-TZVPD" spin_multiplicity=1 energy_ha=-4496.91483 charge=-1 homo_lumo_gap_ev=6.63
C 2.778 3.245 -1.953 -0.4 0.1 0.1 -0.950
C 1.610 3.861 -2.730 1.0 -0.3 -0.1 0.645
O 1.829 4.319 -3.843 -0.5 -0.2 0.4 -0.643
N 0.377 3.806 -2.121 0.5 0.9 -1.0 -0.080
C -0.692 4.543 -2.798 -0.9 0.0 0.5 -1.094
C -2.110 4.058 -2.387 0.2 0.9 -0.6 -0.100
C -2.802 3.137 -3.420 -0.9 -0.7 0.6 -0.794
C -3.275 1.762 -2.829 1.0 0.6 -0.8 -0.816
Ga -1.668 0.537 -2.464 -0.1 0.3 0.4 -1.286
C -0.283 0.919 -3.951 -0.4 0.2 0.2 -0.219
C -0.747 0.622 -5.405 0.7 -0.2 -0.1 -0.736
C -1.681 -0.558 -5.549 -1.1 -0.3 0.0 0.230
O -2.859 -0.561 -5.281 1.2 0.2 -0.2 -0.489
O -1.107 -1.752 -6.053 0.1 0.7 0.2 -0.465
C -2.143 -1.476 -2.326 -0.3 0.3 -0.3 -1.150
O -1.761 -2.145 -1.071 0.7 0.5 -0.7 -0.144
C -0.436 -2.362 -0.955 -0.4 -0.2 0.5 0.212
C 0.010 -2.891 0.254 -0.2 -0.3 0.8 -0.190
C 1.345 -3.142 0.467 0.6 -0.1 0.2 -0.706
C 2.277 -2.862 -0.513 1.0 -0.1 -0.1 -0.515
C 1.853 -2.363 -1.720 0.2 0.1 0.0 -0.950
C 0.515 -2.124 -1.933 -0.4 0.4 -1.2 -0.126
C -0.981 1.041 -0.583 -0.4 -0.4 0.0 -0.192
C -1.998 0.750 0.527 1.4 0.9 0.4 0.675
C -1.946 1.814 1.643 -0.4 -1.0 0.3 -1.524
F -3.332 0.670 0.090 0.0 -0.2 0.0 -0.393
H 3.259 2.493 -2.583 -0.2 0.1 0.0 0.273
H 3.515 4.032 -1.768 -0.1 -0.1 0.1 0.342
H 2.462 2.770 -1.019 0.1 0.1 -0.1 0.119
H 0.429 4.012 -1.132 -0.1 -0.5 0.1 0.353
H -0.632 4.445 -3.882 0.5 -0.2 0.2 0.390
H -0.564 5.617 -2.586 -0.1 -0.2 0.0 0.525
H -2.126 3.654 -1.370 0.1 -0.2 -0.2 0.060
H -2.707 4.983 -2.344 0.0 -0.2 0.2 0.370
H -2.206 2.989 -4.330 0.2 0.1 0.3 0.219
H -3.723 3.643 -3.756 0.3 0.1 -0.1 0.483
H -3.872 1.296 -3.624 -0.3 0.0 0.4 0.441
H -3.861 2.013 -1.940 -0.1 -0.4 -0.1 0.521
H 0.695 0.473 -3.727 -0.2 -0.2 -0.2 0.557
H -0.111 2.001 -3.906 0.0 -0.2 0.0 0.064
H -1.267 1.493 -5.818 -0.2 -0.2 0.2 0.327
H 0.133 0.462 -6.043 -0.2 -0.1 0.0 0.436
H -1.248 -1.735 -7.007 0.0 -0.2 0.0 0.322
H -3.238 -1.511 -2.376 0.1 -0.2 0.2 0.700
H -1.789 -2.090 -3.168 -0.1 0.0 0.2 0.601
H -0.680 -3.132 1.058 -0.2 0.2 -0.3 0.427
H 1.721 -3.565 1.395 -0.4 0.1 0.1 0.404
H 3.344 -3.020 -0.373 -0.2 -0.1 0.2 0.573
H 2.571 -2.139 -2.502 -0.1 0.0 0.0 0.412
H 0.231 -1.741 -2.905 -0.1 0.0 0.2 0.296
H -0.700 2.097 -0.534 0.0 -0.1 -0.1 0.354
H -0.077 0.453 -0.361 -0.1 0.1 0.0 0.294
H -1.737 -0.203 1.004 -0.4 -0.1 -0.3 -0.007
H -2.429 1.368 2.524 0.1 0.4 0.0 0.461
H -2.485 2.734 1.400 0.2 -0.1 -0.2 0.327
H -0.897 2.006 1.886 -0.2 0.2 0.0 0.169
C 3.820 4.926 3.894 0.1 0.2 0.0 -0.609
O 4.011 3.513 3.866 0.1 0.0 0.1 -0.342
C 2.967 2.832 3.382 0.1 -0.2 -0.1 0.818
O 1.936 3.311 2.991 0.0 0.1 0.1 -0.535
O 3.271 1.536 3.404 0.0 0.1 0.0 -0.355
C 2.226 0.687 2.912 -0.3 -0.4 -0.1 -0.305
H 4.727 5.363 4.303 0.1 -0.2 0.0 0.214
H 3.663 5.314 2.889 -0.1 0.0 0.0 0.285
H 2.981 5.189 4.538 -0.1 0.0 -0.1 0.282
H 1.990 0.907 1.872 0.0 0.1 0.1 0.127
H 1.333 0.774 3.529 0.0 0.2 -0.1 0.211
H 2.577 -0.339 2.978 0.3 0.1 0.0 0.192
C -5.360 1.606 6.684 -0.3 -0.1 0.0 -0.615
O -4.190 1.979 7.413 0.0 0.0 0.1 -0.346
C -3.078 2.011 6.673 0.0 0.0 0.1 0.816
O -3.004 1.761 5.502 0.0 0.0 -0.1 -0.537
O -2.063 2.369 7.462 0.0 0.0 0.1 -0.334
C -0.805 2.442 6.787 0.3 0.1 0.0 -0.622
H -6.190 1.616 7.386 0.1 0.1 0.1 0.208
H -5.561 2.321 5.888 0.1 -0.1 -0.1 0.293
H -5.255 0.603 6.274 0.1 0.1 -0.1 0.293
H -0.835 3.188 5.994 0.0 -0.1 -0.1 0.295
H -0.529 1.470 6.382 -0.1 0.0 -0.1 0.273
H -0.064 2.740 7.525 -0.2 0.0 0.1 0.258
C -5.116 -7.866 -0.453 0.0 -0.2 0.0 -0.635
O -4.891 -6.609 0.175 0.0 -0.1 0.1 -0.341
C -4.705 -5.595 -0.687 0.1 0.3 0.1 0.730
O -4.720 -5.690 -1.886 -0.1 -0.2 0.0 -0.551
O -4.507 -4.491 0.015 -0.1 0.0 0.1 -0.347
C -4.287 -3.305 -0.775 -0.4 0.2 -0.1 -0.622
H -5.251 -8.599 0.339 0.0 0.1 0.1 0.216
H -6.018 -7.836 -1.064 0.1 0.0 -0.1 0.288
H -4.258 -8.155 -1.059 -0.1 0.1 -0.1 0.288
H -5.159 -3.095 -1.394 0.0 -0.2 0.0 0.369
H -3.405 -3.415 -1.385 0.0 -0.2 -0.1 0.340
H -4.137 -2.479 -0.088 0.1 -0.2 0.1 0.292
C 8.647 -1.238 0.904 0.1 0.3 0.1 -0.609
O 8.824 -2.654 0.845 0.1 0.0 0.0 -0.331
C 7.765 -3.314 0.370 0.1 -0.1 0.0 0.820
O 6.731 -2.821 0.010 0.0 0.0 0.0 -0.535
O 8.054 -4.616 0.366 0.1 0.0 0.0 -0.312
C 6.996 -5.444 -0.122 -0.1 -0.2 -0.1 -0.600
H 9.567 -0.819 1.302 0.1 -0.2 0.0 0.211
H 8.474 -0.830 -0.090 -0.1 0.0 0.0 0.290
H 7.824 -0.980 1.569 -0.1 0.0 -0.1 0.288
H 6.760 -5.197 -1.156 -0.1 0.1 0.1 0.289
H 6.111 -5.347 0.503 0.0 0.1 -0.1 0.287
H 7.349 -6.471 -0.077 0.2 0.1 0.1 0.199